ORCA calculation (the ωB97M-V functional and the def2-TZVPD basis) on a single C3H5N3O molecule.

```
! RIJCOSX wB97M-V def2-TZVPD def2/J DEFGRID3
* xyz 0 1
N 0.20663 2.06676 0.19177
C 0.08405 0.69817 0.05936
N -0.78584 -0.09734 0.65473
C -0.51953 -1.42541 0.30924
O -1.44395 -2.11940 0.89195
C 0.56686 -1.43518 -0.52307
N 0.91440 -0.06035 -0.67617
H -0.56507 2.47695 0.70054
H 0.38160 2.55234 -0.67873
H -1.68646 -0.72790 1.21383
H 1.06426 -2.20780 -1.08428
H 1.78303 0.27916 -1.05917
*
```

## Properties
energy above the lowest of the compared OMol25 structures with the same formula, charge and spin: 257.5 kJ/mol
orbital gap: 7.962 eV

ORCA calculation (the ωB97M-V functional and the def2-TZVPD basis) on a single C3H5N3O molecule in a non-equilibrium geometry.

```
! RIJCOSX wB97M-V def2-TZVPD def2/J DEFGRID3
* xyz 0 1
C 0.61579 -0.66756 -0.09894
C -0.35316 -1.70402 1.01211
C 0.28925 1.58971 -1.17779
N -0.56468 -1.18925 2.37825
N -1.57007 -1.19169 1.70542
N 0.01624 0.56383 -0.14161
O 1.61905 -1.00455 -0.68794
H -0.08116 -2.70208 0.87182
H -0.45478 1.44472 -1.92125
H 0.14448 2.55042 -0.64831
H 1.26365 1.55878 -1.38293
H -0.92461 0.75170 0.09117
*
```

## Properties
energy above the lowest of the compared OMol25 structures with the same formula, charge and spin: 386.9 kJ/mol
SMILES string: CNC(=O)C1N=N1
orbital gap: 10.287 eV

ORCA calculation (the ωB97M-V functional and the def2-TZVPD basis) on a single C3H5N3O molecule.

```
! RIJCOSX wB97M-V def2-TZVPD def2/J DEFGRID3
* xyz 0 1
C 1.05346 -0.34573 -1.29416
N -0.58234 1.30500 0.04469
C -0.29263 -0.59880 -1.67837
C -0.17373 0.24305 0.65790
N -0.23077 0.00569 2.01492
N 0.44714 -0.78531 -0.02753
O -1.31755 -0.88178 -2.12424
H -1.11095 1.93976 0.63454
H 0.03663 -0.91847 2.31437
H -0.97210 0.44497 2.53518
H 1.74616 -1.09439 -1.67871
H 1.39667 0.68602 -1.39860
*
```

## Properties
energy above the lowest of the compared OMol25 structures with the same formula, charge and spin: 286.3 kJ/mol
SMILES string: [H]/N=C(\N)N1CC1=O
orbital gap: 9.537 eV

ORCA calculation (the ωB97M-V functional and the def2-TZVPD basis) on C3H5N3OS as an isolated structure in a non-equilibrium geometry.

```
! RIJCOSX wB97M-V def2-TZVPD def2/J DEFGRID3
* xyz 0 1
C 0.86869 -0.21086 1.38706
C 1.08776 0.43468 0.10385
C 0.09454 0.05039 -0.70398
H -2.70049 -0.32793 0.49600
H -2.42403 -1.90284 0.24310
H 1.38031 -0.33445 2.37305
H 2.71410 1.48833 0.20485
H 0.72387 1.14108 -2.95439
N -2.10549 -0.86677 -0.18670
N -0.65179 -0.87423 0.02512
N -0.14939 -1.00585 1.32662
O 1.90909 1.47571 -0.28745
S -0.74716 0.93273 -2.02712
*
```

## Properties
energy above the lowest of the compared OMol25 structures with the same formula, charge and spin: 471.0 kJ/mol
orbital gap: 8.484 eV

ORCA calculation (the ωB97M-V functional and the def2-TZVPD basis) on a single C3H5N3OS molecule in a non-equilibrium geometry.

```
! RIJCOSX wB97M-V def2-TZVPD def2/J DEFGRID3
* xyz 0 1
C -0.75715 -0.42886 0.18567
C 0.26030 1.49556 0.23270
C 0.45061 -0.67370 -0.43995
H -1.80379 -2.11105 0.04073
H -2.81180 -0.76944 0.64150
H 1.21649 3.09084 0.09049
H 1.55682 0.95911 -1.28239
H 1.97324 -2.38737 0.33241
N -1.84455 -1.20618 0.47697
N 0.26621 2.77586 0.31855
N 1.11466 0.56235 -0.37254
O -0.94443 0.86451 0.57622
S 1.32338 -2.17162 -0.80035
*
```

## Properties
energy above the lowest of the compared OMol25 structures with the same formula, charge and spin: 157.4 kJ/mol
SMILES string: [H]/N=c1\[nH]c(S)c(N)o1
orbital gap: 8.356 eV

ORCA calculation (the ωB97M-V functional and the def2-TZVPD basis) on a single C3H5N3S molecule in a non-equilibrium geometry.

```
! RIJCOSX wB97M-V def2-TZVPD def2/J DEFGRID3
* xyz 0 1
C -0.74916 -0.46371 -0.19229
C 1.28196 -0.02770 -0.09995
C 0.72705 1.26136 -0.08249
H -2.40779 -1.86632 0.37738
H -2.58075 -0.12938 0.69338
H 3.22921 -1.39022 -0.70444
H 1.25855 2.23967 0.00278
H -1.43264 1.59250 0.02532
N -2.08923 -0.82134 0.05076
N 0.39508 -1.00662 -0.15829
N -0.65646 0.96709 -0.03057
S 3.02418 -0.35532 0.11842
*
```

## Properties
energy above the lowest of the compared OMol25 structures with the same formula, charge and spin: 138.0 kJ/mol
SMILES string: Nc1nc(S)c[nH]1
orbital gap: 8.315 eV

ORCA calculation (the ωB97M-V functional and the def2-TZVPD basis) on a single C3H5N3S molecule in a non-equilibrium geometry.

```
! RIJCOSX wB97M-V def2-TZVPD def2/J DEFGRID3
* xyz 0 1
C 0.24368 -2.80846 -1.66894
C 1.25433 -1.07492 -0.26948
C -0.00008 0.90728 -0.77844
N 0.58257 -1.96655 -0.89457
N 0.57467 0.13260 0.10148
N -1.18958 2.43655 1.22745
S -1.00223 2.14706 -0.48342
H -0.18035 -3.79920 -1.55635
H 2.21171 -1.20633 0.17003
H 0.80410 0.40863 1.06133
H -1.68448 3.25007 1.57950
H -1.61433 1.57326 1.51141
*
```

## Properties
energy above the lowest of the compared OMol25 structures with the same formula, charge and spin: 526.3 kJ/mol
orbital gap: 8.210 eV

ORCA calculation (the ωB97M-V functional and the def2-TZVPD basis) on a single C3H5N3S molecule in a non-equilibrium geometry.

```
! RIJCOSX wB97M-V def2-TZVPD def2/J DEFGRID3
* xyz 0 3
C -0.57488 1.59891 -0.40985
C -1.62799 -0.25351 0.11414
C 0.54148 1.35395 0.26975
N -1.65463 0.89671 -0.51103
N -0.77095 -0.53784 1.08976
N 2.07938 -0.84052 -0.48043
S 1.83701 0.49037 0.53013
H -0.65511 2.66300 -0.72009
H -2.42568 -1.01054 -0.18815
H -0.93065 -1.53242 1.38429
H 2.89469 -1.38085 -0.66544
H 1.28733 -1.44725 -0.41309
*
```

## Properties
energy above the lowest of the compared OMol25 structures with the same formula, charge and spin: 174.4 kJ/mol
⟨S²⟩: 2.01
orbital gap (alpha / beta): 7.055 / 5.317 eV

ORCA calculation (the ωB97M-V functional and the def2-TZVPD basis) on a single C3H5N3S2 molecule in a non-equilibrium geometry.

```
! RIJCOSX wB97M-V def2-TZVPD def2/J DEFGRID3
* xyz 0 1
C 0.40423 0.56304 -0.01817
C -0.61951 -0.50638 0.21271
C -2.01893 0.03906 0.05044
H 1.54493 -1.54131 0.43946
H 3.09783 -0.95306 -0.10560
H -0.52257 -0.91751 1.21362
H -0.44800 -1.37095 -0.53713
H 0.29349 2.54025 -0.53239
N 2.06582 -0.94981 -0.28291
N 1.62860 0.35956 -0.20610
N -0.17828 1.84572 0.07149
S -3.33555 -0.90342 -0.18156
S -1.91205 1.79483 -0.12388
*
```

## Properties
energy above the lowest of the compared OMol25 structures with the same formula, charge and spin: 168.2 kJ/mol
SMILES string: N/N=C1\CC(=S)SN1
orbital gap: 7.857 eV

ORCA calculation (the ωB97M-V functional and the def2-TZVPD basis) on a 2-piece molecular cluster, C3H5N4O3 overall in a non-equilibrium geometry.

```
! RIJCOSX wB97M-V def2-TZVPD def2/J DEFGRID3
* xyz 1 1
C -1.03621 -0.26624 -1.45264
C 1.79129 -0.99783 2.29327
C -0.26814 3.40337 -0.45354
N -0.51293 -0.23189 -0.23388
N 0.56135 -0.73583 1.72751
N -1.12952 -1.38107 -2.17924
N 0.43584 -0.68274 0.35255
O 0.09647 4.08543 0.37823
O 2.80169 -1.22081 1.64454
O -0.69492 2.60187 -1.14001
H -1.39850 0.59393 -2.09417
H 1.80295 -0.99979 3.34671
H -0.08499 -0.35873 2.41993
H -1.67881 -1.57168 -2.92084
H -0.68557 -2.23799 -1.68842
*
```

## Properties
energy above the lowest of the compared OMol25 structures with the same formula, charge and spin: 250.6 kJ/mol
orbital gap: 8.654 eV

ORCA calculation (the ωB97M-V functional and the def2-TZVPD basis) on a 2-piece molecular cluster, C3H5N4OS overall in a non-equilibrium geometry.

```
! RIJCOSX wB97M-V def2-TZVPD def2/J DEFGRID3
* xyz -1 1
C -1.48427 0.06133 -1.11577
C -0.45597 -1.04678 0.81832
C -0.75922 -1.12065 -0.62126
N -1.89057 1.07397 -1.43034
N 0.56245 3.45060 1.52163
N 1.00138 2.50875 0.91348
N 1.31593 1.47315 0.49301
O 0.41594 -1.32209 -1.50432
S 2.55666 0.70002 -0.40672
H -1.12293 -1.39431 1.52598
H -0.09108 -0.13361 1.17709
H 0.36724 -1.68729 0.90549
H -1.43553 -1.98182 -0.95944
H 1.01998 -0.58126 -1.31716
*
```

## Properties
energy above the lowest of the compared OMol25 structures with the same formula, charge and spin: 199.0 kJ/mol
orbital gap: 7.017 eV

ORCA calculation (the ωB97M-V functional and the def2-TZVPD basis) on an isolated ion of composition C3H5N4S and charge -1 in a non-equilibrium geometry.

```
! RIJCOSX wB97M-V def2-TZVPD def2/J DEFGRID3
* xyz -1 1
C 0.82908 0.43156 -0.04059
C -2.11030 -0.52886 -0.45639
C 1.88966 1.45943 0.04053
N -0.38933 1.05888 0.14069
N -1.37378 0.34376 -0.01484
N 0.92818 -0.82399 -0.29452
N -2.83663 -1.43819 0.23027
S 2.47763 -1.50681 -0.26768
H 2.02327 2.01122 -0.85850
H 1.60740 2.14251 0.88628
H 2.82414 0.90059 0.06620
H -3.57892 -1.93507 -0.25973
H -2.29041 -2.11503 0.82828
*
```

## Properties
energy above the lowest of the compared OMol25 structures with the same formula, charge and spin: 336.1 kJ/mol
orbital gap (alpha / beta): 5.886 / 5.889 eV

ORCA calculation (the ωB97M-V functional and the def2-TZVPD basis) on a single C3H5N5 molecule in a non-equilibrium geometry.

```
! RIJCOSX wB97M-V def2-TZVPD def2/J DEFGRID3
* xyz 0 1
C 1.34206 0.02381 -0.13077
C -2.23149 0.49616 0.22534
C -2.60820 -0.19056 -1.06799
H 1.40594 -0.12512 2.23584
H 2.98352 0.60597 0.89175
H 2.96435 0.38720 -1.26244
H -0.44452 -0.56357 -0.78084
H -3.12850 0.73270 0.78109
N 1.82310 0.35155 1.17055
N 1.94204 -0.24230 -1.20439
N -0.04316 -0.64965 0.11947
N -0.95534 0.00233 0.97142
N -3.04980 -0.82850 -1.94902
*
```

## Properties
energy above the lowest of the compared OMol25 structures with the same formula, charge and spin: 685.0 kJ/mol
SMILES string: [H]/N=C(\N)N/N=C\C#N
orbital gap: 8.186 eV

ORCA calculation (the ωB97M-V functional and the def2-TZVPD basis) on C3H5N5 as an isolated structure in a non-equilibrium geometry.

```
! RIJCOSX wB97M-V def2-TZVPD def2/J DEFGRID3
* xyz 0 1
C 2.36643 -0.23367 0.21004
C -1.94706 0.33653 0.23009
C -0.64357 0.77177 -0.16640
H 2.23090 0.77959 0.08666
H 3.42067 -0.79131 0.45145
H -0.48337 -2.74086 -0.46232
H -2.73314 1.06623 0.54062
H -0.63386 2.72382 -0.10027
N 1.30078 -0.89805 -0.09119
N -0.00355 -0.48957 -0.21958
N -0.89149 -1.43858 -0.30827
N -2.06737 -0.95951 0.12390
N 0.08465 1.87361 -0.29474
*
```

## Properties
energy above the lowest of the compared OMol25 structures with the same formula, charge and spin: 655.1 kJ/mol
orbital gap: 7.770 eV

ORCA calculation (the ωB97M-V functional and the def2-TZVPD basis) on a single C3H5N5 molecule in a non-equilibrium geometry.

```
! RIJCOSX wB97M-V def2-TZVPD def2/J DEFGRID3
* xyz 0 1
C -0.88546 0.62546 -0.24880
C 0.05900 -1.45594 -0.13682
C 0.38840 -0.13666 -0.17416
H -0.26495 2.32546 0.66888
H -2.01914 2.20910 -0.14237
H -1.99041 -2.19058 0.32317
H 0.81380 -2.22466 -0.04671
H 3.59600 0.31873 -0.13831
N -0.91028 1.98777 -0.03803
N -1.92435 -0.22516 0.05542
N -1.33275 -1.49529 -0.06414
N 1.74938 0.55211 -0.18177
N 2.72075 -0.29034 0.12363
*
```

## Properties
energy above the lowest of the compared OMol25 structures with the same formula, charge and spin: 377.4 kJ/mol
SMILES string: [H]/N=N/c1c[nH]nc1N
orbital gap: 8.442 eV

ORCA calculation (the ωB97M-V functional and the def2-TZVPD basis) on a single C3H5N5 molecule in a non-equilibrium geometry.

```
! RIJCOSX wB97M-V def2-TZVPD def2/J DEFGRID3
* xyz 0 1
C -0.28813 0.76524 -0.00998
C -1.65636 0.64926 0.15509
C 2.29450 -0.36523 0.37864
H 1.02694 2.00492 -1.03268
H 0.07170 2.76937 0.08923
H -2.49369 1.34315 0.29591
H 2.06100 0.49342 1.08334
H 3.35193 -0.69786 0.12058
N 0.54426 1.89910 -0.13464
N -1.99284 -0.66710 0.12054
N -0.94845 -1.40585 -0.10374
N 0.10925 -0.53468 -0.11338
N 1.41378 -1.03555 -0.29720
*
```

## Properties
energy above the lowest of the compared OMol25 structures with the same formula, charge and spin: 312.3 kJ/mol
SMILES string: C=Nn1nncc1N
orbital gap: 9.538 eV

ORCA calculation (the ωB97M-V functional and the def2-TZVPD basis) on a single C3H5N5O molecule in a non-equilibrium geometry.

```
! RIJCOSX wB97M-V def2-TZVPD def2/J DEFGRID3
* xyz 0 1
C 1.80515 -0.28086 -0.13148
C -0.41650 -0.54904 -0.16406
C -2.04759 0.75576 0.13391
H 1.01336 1.50458 -0.32525
H 2.73148 1.54490 -0.11882
H 2.52779 -1.82182 0.44063
H -2.68493 1.53788 0.46952
H -3.38503 -0.74566 0.43463
N 1.89452 1.02443 -0.46757
N 2.86881 -0.86411 0.31737
N 0.70914 -1.07805 -0.25413
N -0.78414 0.73960 0.12559
N -2.64451 -0.44463 -0.17938
O -1.58755 -1.32297 -0.28096
*
```

## Properties
energy above the lowest of the compared OMol25 structures with the same formula, charge and spin: 134.9 kJ/mol
SMILES string: [H]/N=C(N)\N=c1/nc[nH]o1
orbital gap: 8.580 eV

ORCA calculation (the ωB97M-V functional and the def2-TZVPD basis) on a single C3H5N5O molecule in a non-equilibrium geometry.

```
! RIJCOSX wB97M-V def2-TZVPD def2/J DEFGRID3
* xyz 0 1
C -0.50226 0.31195 -0.23847
C 0.82379 0.12925 -1.08421
C -0.18873 -0.55861 0.83765
H -2.95954 1.82806 0.00341
H 2.19781 0.66546 -2.10402
H 2.55027 -1.04164 -0.77045
H 1.42610 -1.02497 1.48516
H -1.89881 -0.22981 2.03468
N -1.57798 0.88364 -0.75014
N 1.09626 0.62495 -2.17091
N 1.68221 -0.49038 -0.20319
N 0.94061 -1.21183 0.74744
N -1.03428 -0.94359 1.77304
O -2.55545 1.05751 0.44001
*
```

## Properties
energy above the lowest of the compared OMol25 structures with the same formula, charge and spin: 535.4 kJ/mol
SMILES string: [H]\N=C1/NNC(=N/[H])/C1=N\O
orbital gap: 8.310 eV

ORCA calculation (the ωB97M-V functional and the def2-TZVPD basis) on a single C3H5NO molecule in a non-equilibrium geometry.

```
! RIJCOSX wB97M-V def2-TZVPD def2/J DEFGRID3
* xyz 0 1
C 1.66102 1.05729 0.12319
C 0.73597 0.05177 -0.03156
C -0.97241 -0.11144 -0.15221
N 1.61479 -1.00178 -0.14046
O 2.67164 -0.00045 -0.04056
H 1.90159 2.08368 0.01007
H -1.06193 -0.88072 0.69601
H -1.41002 0.88174 -0.09081
H -1.00361 -0.56667 -1.04290
H 1.59918 -1.72168 0.60053
*
```

## Properties
energy above the lowest of the compared OMol25 structures with the same formula, charge and spin: 461.9 kJ/mol
SMILES string: Cc1co[nH]1
orbital gap: 9.559 eV

ORCA calculation (the ωB97M-V functional and the def2-TZVPD basis) on a single C3H5NO molecule.

```
! RIJCOSX wB97M-V def2-TZVPD def2/J DEFGRID3
* xyz 0 1
O 1.57111 -0.60820 -0.73771
C 1.45976 0.30836 0.07887
N 0.36359 0.67965 0.73475
C -0.96518 0.52654 0.09689
C -0.69775 -0.85416 -0.15115
H 2.34934 0.88774 0.38199
H -1.70817 0.74212 0.86103
H -1.10551 1.14451 -0.78869
H -0.54479 -1.26177 -1.14372
H -0.72239 -1.56479 0.66774
*
```

## Properties
energy above the lowest of the compared OMol25 structures with the same formula, charge and spin: 314.6 kJ/mol
orbital gap (alpha / beta): 8.681 / 8.681 eV